1.
DFT (ωB97M-V with the def2-TZVPD basis set) results for an isolated molecule of C21H29N3O3 in a non-equilibrium geometry.

Summary:
frontier orbital gap: 0.3392 Ha
calculated total energy: -32860.6948 eV
HOMO: -8.724 eV
net charge: 0
ΔE to the lowest compared entry with this formula, charge and spin: 269.4 kJ/mol

```
56
Properties=species:S:1:pos:R:3:forces:R:3
C -3.93745 -1.47276 0.18506 -0.07 -0.27 0.09
N -2.77394 -0.85604 -0.40557 0.04 0.25 -0.07
C -1.75499 -1.57582 -0.93635 -0.42 -0.17 0.12
O -0.77167 -1.04992 -1.42263 0.31 0.01 -0.30
C -1.90103 -3.09008 -0.87696 0.33 0.00 -0.17
H -2.74346 -3.40456 -1.49574 -0.05 -0.01 0.09
H -2.09957 -3.39100 0.15362 -0.12 -0.02 -0.05
C -0.61701 -3.75309 -1.37305 -0.22 0.12 0.21
C 0.55914 -3.24180 -0.62699 0.61 -0.20 -0.38
N 1.78220 -3.18838 -1.03193 -0.96 -0.55 -0.94
N 2.51194 -2.65852 -0.02493 0.50 0.53 1.24
C 1.69995 -2.40907 0.94646 0.40 -0.19 -0.19
O 0.43085 -2.77426 0.63800 -0.13 -0.04 0.02
C 2.01302 -1.83984 2.27777 0.07 0.14 0.07
H 1.09653 -1.83770 2.87191 0.07 -0.03 0.06
H 2.73970 -2.49891 2.75957 -0.12 -0.03 0.02
C 2.60878 -0.42718 2.21332 -0.25 0.01 0.13
C 1.60973 0.65061 1.78698 0.12 -0.05 -0.07
H 1.94525 1.60997 2.18905 -0.07 0.02 0.03
H 0.63255 0.43500 2.22859 -0.04 0.04 0.08
C 1.45934 0.80376 0.26717 0.02 0.01 0.16
C 2.74205 1.27204 -0.36000 -0.11 0.01 -0.08
C 3.60039 0.38148 -0.99203 -0.03 0.01 -0.07
C 4.79616 0.82353 -1.53206 0.09 0.00 -0.04
C 5.14910 2.15912 -1.44827 0.12 0.02 -0.05
C 4.29770 3.05456 -0.82328 0.04 0.12 0.02
C 3.10400 2.61189 -0.28337 0.01 -0.01 0.01
H 2.44109 3.31684 0.20070 -0.08 0.07 0.05
H 4.56416 4.10009 -0.75775 0.02 0.07 0.00
H 6.08232 2.50342 -1.87028 0.06 0.02 -0.03
H 5.45389 0.11948 -2.02038 0.05 -0.06 -0.05
H 3.33474 -0.66291 -1.06252 -0.03 -0.07 0.00
H 0.67617 1.54270 0.07690 -0.06 -0.05 -0.07
H 1.14247 -0.13339 -0.18803 -0.09 0.04 -0.06
H 2.97823 -0.18730 3.21280 0.08 -0.03 -0.05
H 3.45878 -0.43041 1.53071 0.11 0.00 0.09
H -0.68216 -4.83740 -1.24902 -0.04 0.05 -0.04
H -0.44781 -3.53640 -2.42787 0.03 -0.04 0.08
C -2.64004 0.59364 -0.36603 0.00 0.25 0.02
C -2.59741 1.13718 1.06471 0.09 0.25 -0.32
H -1.77077 0.68684 1.61503 0.05 -0.05 0.05
H -3.53003 0.91552 1.58668 -0.03 -0.03 0.07
C -2.41512 2.65598 1.00599 0.07 -0.21 0.30
O -3.44179 3.27574 0.26943 -0.13 0.11 0.07
C -3.47483 2.82668 -1.06488 -0.20 -0.17 -0.26
H -4.27727 3.38799 -1.54758 0.12 -0.04 -0.05
C -3.73530 1.31999 -1.15056 0.31 0.20 0.14
H -3.72882 1.00216 -2.19333 -0.02 -0.03 -0.06
H -4.71897 1.11223 -0.72553 -0.07 -0.02 -0.02
H -2.52230 3.06244 -1.56429 -0.06 0.02 0.01
H -2.45972 3.09243 2.00592 0.10 -0.04 -0.08
H -1.43712 2.89109 0.55734 -0.03 0.01 0.04
H -1.67621 0.79785 -0.84769 -0.20 0.02 0.12
H -4.41700 -2.15781 -0.51657 -0.06 0.02 0.07
H -4.65646 -0.70230 0.44787 -0.01 -0.02 0.00
H -3.68197 -2.02539 1.09389 -0.10 0.02 0.00
```
Positions in Å, forces in eV/Å.

2.
DFT (ωB97M-V with the def2-TZVPD basis set) results for a 2-piece molecular cluster, CHF3O2S overall in a non-equilibrium geometry.

Summary:
frontier orbital gap: 0.3829 Ha
calculated total energy: -24135.3747 eV
HOMO: -12.281 eV
net charge: 0
ΔE to the lowest compared entry with this formula, charge and spin: 15.1 kJ/mol

```
8
Properties=species:S:1:pos:R:3:forces:R:3
C 0.35504 0.95967 -0.41858 -2.32 0.70 2.54
O -2.37053 -1.06075 0.92964 -1.36 1.39 -0.60
O -2.29863 1.01911 -0.36893 -1.95 -0.79 0.68
F 0.20901 1.14600 -1.69707 0.17 -0.17 -1.33
F 1.58032 0.62692 -0.11336 1.14 -0.30 -0.06
F 0.08781 2.18540 0.18461 0.49 -0.73 -0.33
S -3.11469 0.07044 0.37464 2.44 -0.55 -0.12
H -0.40862 0.25655 0.01876 1.39 0.44 -0.78
```
Positions in Å, forces in eV/Å.

3.
DFT (ωB97M-V with the def2-TZVPD basis set) results for an isolated molecule of C4H8O3.

Summary:
frontier orbital gap: 0.4037 Ha
calculated total energy: -10419.6199 eV
HOMO: -10.261 eV
net charge: 0
ΔE to the lowest compared entry with this formula, charge and spin: 133.5 kJ/mol

```
15
Properties=species:S:1:pos:R:3:forces:R:3
C 0.08829 -1.49028 -0.88665 -0.02 -0.04 -0.01
C 0.81878 -0.26527 -0.36048 -0.04 -0.28 0.16
O 0.92471 0.64527 -1.42317 0.06 0.22 0.03
C 0.11761 0.42714 0.84231 -0.07 -0.11 -0.01
O 0.54211 1.76411 0.91153 -0.09 0.06 0.11
C -1.39460 0.38790 0.79243 -0.20 0.31 0.01
O -2.04791 1.40715 0.80298 0.26 -0.44 -0.04
H 0.70902 -1.99263 -1.63306 -0.07 0.06 0.12
H -0.14857 -2.20810 -0.09316 0.07 0.10 -0.09
H -0.83787 -1.17975 -1.38263 0.11 -0.07 0.10
H 1.81904 -0.56413 -0.00570 -0.12 0.10 -0.09
H 1.15997 1.49125 -1.00887 -0.04 -0.06 -0.18
H 0.40335 -0.11081 1.76193 -0.04 0.02 -0.11
H -0.27691 2.29424 0.88759 0.16 -0.01 0.03
H -1.87703 -0.60608 0.79494 0.03 0.13 -0.04
```
Positions in Å, forces in eV/Å.

4.
DFT (ωB97M-V with the def2-TZVPD basis set) results for a 2-piece molecular cluster, H3N3O2 overall in a non-equilibrium geometry.

Summary:
frontier orbital gap: 0.2168 Ha
calculated total energy: -8608.9090 eV
HOMO: 0.367 eV
net charge: -2
ΔE to the lowest compared entry with this formula, charge and spin: 36.8 kJ/mol

```
8
Properties=species:S:1:pos:R:3:forces:R:3
N -5.11112 -6.92628 5.24888 0.13 0.28 -1.23
N 2.39503 3.54254 -3.03500 0.05 -1.03 -1.54
N 3.43716 4.32533 -3.02080 -2.15 1.58 0.96
O 4.12708 4.44735 -4.06715 0.11 -0.72 0.63
O 3.66866 5.10428 -2.02409 0.15 -0.69 -0.43
H -5.22067 -7.87262 4.80179 0.15 1.05 0.13
H -4.93082 -6.24812 4.43308 -0.31 -1.36 1.13
H 1.63467 3.62753 -2.33671 1.86 0.90 0.35
```
Positions in Å, forces in eV/Å.

5.
DFT (ωB97M-V with the def2-TZVPD basis set) results for an isolated molecule of C5H12N2 in a non-equilibrium geometry.

Summary:
frontier orbital gap: 0.3510 Ha
calculated total energy: -8357.7642 eV
HOMO: -8.568 eV
net charge: 0
ΔE to the lowest compared entry with this formula, charge and spin: 228.9 kJ/mol

```
19
Properties=species:S:1:pos:R:3:forces:R:3
C 2.23419 -0.20605 -1.90508 -1.10 -1.95 0.09
C 0.65251 -0.05012 -1.88948 1.64 0.90 -0.61
C 0.19641 0.68998 -0.60078 -1.86 1.75 -1.73
C 0.00059 -0.28221 0.51159 0.82 -4.16 1.28
N -2.68141 -0.08640 2.27351 1.65 2.14 0.35
C -1.39467 0.21629 2.55390 2.21 -1.06 -3.08
N -0.33216 0.15698 1.85238 0.39 0.75 0.25
H 2.59027 -0.95548 -2.65661 -0.35 0.67 0.51
H 2.78247 0.69726 -2.03175 0.00 1.02 -0.49
H 2.57902 -0.55436 -0.93186 -0.08 -0.33 0.08
H 0.42941 0.59943 -2.75783 -0.10 -0.22 0.40
H 0.09515 -0.99380 -2.10342 0.60 0.54 0.60
H -0.85165 1.09554 -0.90708 1.60 -0.27 0.84
H 0.86114 1.61228 -0.39754 -0.93 -1.64 -0.04
H 1.08954 -0.84207 0.70350 -2.75 1.13 -0.71
H -0.74360 -1.15768 0.14130 1.54 1.83 0.55
H -3.00593 -0.85277 1.86003 -1.16 -3.53 -2.35
H -3.31059 0.43597 2.75935 -2.15 1.22 1.64
H -1.19070 0.47720 3.52587 0.04 1.20 2.43
```
Positions in Å, forces in eV/Å.

6.
DFT (ωB97M-V with the def2-TZVPD basis set) results for an isolated molecule of C24H30N4O3S2 in a non-equilibrium geometry.

Summary:
frontier orbital gap: 0.2817 Ha
calculated total energy: -59147.4552 eV
HOMO: -7.460 eV
net charge: 0
ΔE to the lowest compared entry with this formula, charge and spin: 263.3 kJ/mol

```
63
Properties=species:S:1:pos:R:3:forces:R:3
C 2.48038 -5.56729 0.18057 -0.11 0.00 0.43
N 2.66025 -5.36396 -1.23768 -0.37 1.00 -0.39
S 1.76621 -4.03892 -1.77976 0.36 -0.09 0.15
O 1.86820 -3.99700 -3.20783 0.25 -0.09 -0.09
O 0.45278 -4.01023 -1.19382 0.15 0.03 0.23
C 2.72260 -2.68928 -1.09431 -0.35 -0.41 -0.08
C 2.10435 -1.81497 -0.22772 -0.03 -0.01 0.07
C 2.80928 -0.72280 0.27616 0.16 -0.23 -0.30
C 4.14774 -0.56894 -0.08748 -0.24 0.02 0.06
C 4.75859 -1.46537 -0.94777 -0.02 -0.20 -0.10
C 4.04180 -2.53019 -1.47132 0.16 0.07 -0.03
H 4.48020 -3.23245 -2.16077 0.15 -0.06 -0.09
H 5.79332 -1.32497 -1.22049 0.08 0.01 -0.04
H 4.70330 0.27244 0.29833 0.03 0.10 0.02
C 2.18368 0.23066 1.19246 0.59 0.28 0.73
C 2.76878 0.67999 2.32240 -0.27 -0.04 -0.27
S 1.75024 1.75983 3.21880 -0.39 -0.02 -0.40
C 0.49367 1.62822 1.93676 0.43 0.44 0.97
N -0.59331 2.26090 1.82431 -0.34 -0.21 -0.73
C -1.15521 3.12442 2.74072 -0.03 0.18 0.30
C -1.85175 4.22758 2.24300 0.07 -0.02 0.10
C -2.48186 5.09952 3.10682 -0.04 0.08 0.00
C -2.44263 4.88108 4.47506 -0.06 0.06 0.13
C -1.77033 3.77787 4.97312 -0.04 0.11 0.12
C -1.12885 2.90252 4.11835 0.07 -0.03 -0.14
H -0.62373 2.03285 4.51247 0.00 -0.08 0.04
H -1.74486 3.59585 6.03799 -0.01 -0.01 0.08
H -2.93864 5.56386 5.14871 -0.04 0.05 0.05
H -3.01050 5.95486 2.71142 -0.04 0.07 -0.03
H -1.87612 4.38907 1.17605 0.00 -0.02 -0.12
N 0.91993 0.75009 0.98434 0.15 -0.33 -0.11
C 0.11439 0.58078 -0.20584 -0.52 -0.03 -0.25
C -1.14084 -0.25201 0.05852 0.00 0.13 -0.25
H -0.88495 -1.28727 0.28996 0.00 -0.02 0.07
H -1.65990 0.16787 0.91985 0.03 -0.06 0.03
C -2.05096 -0.25202 -1.16851 0.09 -0.04 0.15
N -2.31374 1.08730 -1.66512 -0.12 -0.06 -0.09
C -3.11531 1.89014 -0.75294 0.02 0.32 -0.13
C -3.26752 3.29686 -1.33037 0.03 -0.15 0.36
O -3.86612 3.27884 -2.60528 -0.17 0.05 -0.03
C -3.10793 2.48681 -3.48718 0.08 -0.35 -0.19
C -2.95837 1.05741 -2.96710 0.00 0.34 -0.10
H -2.33769 0.48263 -3.65793 -0.04 -0.01 -0.02
H -3.95686 0.58737 -2.91387 0.05 -0.01 -0.02
H -3.63611 2.49706 -4.44222 0.09 -0.02 0.02
H -2.10718 2.92695 -3.61667 -0.07 -0.04 -0.03
H -3.91509 3.90427 -0.69586 0.09 -0.02 0.02
H -2.27311 3.76484 -1.39740 -0.05 -0.01 0.06
H -2.61041 1.96170 0.21010 -0.01 0.01 0.06
H -4.11678 1.44798 -0.60516 0.03 -0.01 0.02
H -2.98556 -0.78601 -0.92118 0.04 -0.01 -0.08
H -1.55383 -0.80435 -1.97124 -0.07 -0.04 -0.02
H 0.72401 0.12529 -0.98671 -0.03 0.13 0.03
H -0.20930 1.57169 -0.53646 0.17 -0.13 -0.02
H 3.72400 0.40221 2.71654 0.21 -0.19 -0.01
H 1.08326 -2.01492 0.05242 -0.14 0.07 0.07
C 2.47929 -6.55347 -2.04146 -0.15 -0.16 -0.41
H 3.30768 -7.23785 -1.85717 -0.02 0.04 0.01
H 2.48450 -6.24310 -3.08334 0.04 -0.24 -0.07
H 1.53294 -7.06011 -1.82150 0.02 -0.04 -0.01
H 2.68412 -4.62591 0.68807 0.03 -0.07 0.22
H 1.45931 -5.88481 0.42025 0.06 -0.03 0.05
H 3.18658 -6.32136 0.52593 0.04 0.04 -0.01
```
Positions in Å, forces in eV/Å.